52
Properties=species:S:1:pos:R:3:mulliken_charge:R:1 method="wB97M-V/def2-TZVPD" orbital_gap_ev="7.2 / 5.0" charge=+1 max_force_ev_per_a=3.88 s2=6.1998 multiplicity=5
O -0.43380 -0.57204 -4.49481 -0.57
H 0.19815 -0.21653 -5.14040 0.33
Ho -0.25986 0.17398 -0.77365 0.62
N 0.09329 2.38645 0.12138 0.66
N 1.61876 1.33602 -1.47911 0.48
N -1.70163 -1.29236 0.41728 0.35
N -0.40303 -1.93313 -1.73865 0.26
O -0.89150 2.92087 0.79037 -0.82
O -2.42975 -1.03123 1.60740 -0.56
O 0.33558 -2.32691 -2.84158 -0.62
O 2.27471 0.68451 -2.37655 -0.60
C 2.05027 2.57593 -1.05372 0.46
C 1.23685 3.11497 -0.02804 -0.06
C -1.80222 -2.58511 0.07344 0.17
C -1.08929 -2.92743 -1.12777 0.55
C 1.56985 4.26852 0.84286 -1.26
H 1.97334 3.94001 1.81168 0.20
H 0.67321 4.86509 1.02363 0.34
H 2.32939 4.89989 0.37804 0.45
C 3.26312 3.20637 -1.62872 -1.30
H 3.10834 3.44046 -2.69442 0.31
H 4.12421 2.52689 -1.55071 0.31
H 3.49343 4.14314 -1.10640 0.37
C -2.54078 -3.56373 0.92413 -1.40
C -1.13719 -4.32277 -1.64102 -1.41
H -3.27403 -3.05408 1.55814 0.41
H -1.85222 -4.12360 1.57998 0.28
H -3.05651 -4.29400 0.28977 0.42
H -0.46371 -4.41241 -2.49509 0.37
H -2.15905 -4.58933 -1.95143 0.35
H -0.83022 -5.03315 -0.86072 0.37
H -2.16087 -0.15299 1.94447 0.36
H 0.10771 -1.65304 -3.57245 0.55
C -0.93669 0.54217 -3.67416 -0.35
H -0.12057 1.12281 -3.21753 0.16
H -1.64346 0.11550 -2.94553 0.21
H -1.49655 1.21201 -4.35046 0.43
O -2.29573 1.48097 -0.75873 -0.58
H -3.19587 1.13707 -0.62597 0.30
H -2.03540 2.15135 -0.03049 0.40
N 0.07846 -0.04365 6.76896 -0.40
C 0.40241 -0.18104 5.64849 -0.26
C 0.73348 -0.32487 4.25379 0.65
C 0.37652 -1.46858 3.53607 -0.31
C 0.54631 -1.47164 2.15973 -0.62
N 0.91972 -0.38680 1.44600 -0.09
C 1.46207 0.62656 2.16510 -0.32
C 1.33800 0.73057 3.55477 -0.40
H -0.07787 -2.32615 4.02825 0.46
H 0.34006 -2.37197 1.58206 0.52
H 1.98255 1.40769 1.59164 0.43
H 1.65797 1.64871 4.06066 0.42

---

43
Properties=species:S:1:pos:R:3:mulliken_charge:R:1 method="wB97M-V/def2-TZVPD" orbital_gap_ev="5.8 / 6.2" de_lowest_ev=0.000 charge=+2 max_force_ev_per_a=0.44
In 0.75709 -1.44715 -2.06237 0.79
C -2.84792 0.45816 -0.31302 -2.58
C -1.82007 0.11262 0.72721 1.26
C -1.63144 -1.18649 1.13222 0.92
C -2.52947 -2.28771 0.64433 -1.95
C -0.57649 -1.48668 2.06767 1.38
C -0.25640 -2.90643 2.36768 -2.43
C 0.18779 -0.45408 2.68318 0.70
C 1.16977 -0.79276 3.76951 -2.26
C 0.00558 0.84522 2.26757 1.22
C 0.86540 1.95512 2.79609 -2.42
C -1.05769 1.14586 1.34880 0.99
C -1.41807 2.56621 1.10117 -2.13
H -3.81937 0.66794 0.14314 0.44
H -2.99202 -0.36345 -1.01112 0.47
H -2.55959 1.33808 -0.88485 0.49
H -2.17136 -2.71005 -0.30026 0.31
H -3.53796 -1.91828 0.47534 0.47
H -2.59877 -3.10200 1.36043 0.50
H -0.85280 -3.23535 3.22986 0.46
H 0.78750 -3.03997 2.64033 0.50
H -0.50534 -3.56959 1.54291 0.45
H 2.15585 -1.02730 3.35889 0.41
H 0.84041 -1.65092 4.35070 0.50
H 1.29058 0.03746 4.45944 0.50
H 0.42707 2.39241 3.69809 0.45
H 0.98514 2.75418 2.06773 0.49
H 1.85710 1.59446 3.05501 0.51
H -0.86410 2.93684 0.22825 0.39
H -1.15594 3.20705 1.93840 0.48
H -2.47632 2.68297 0.88018 0.47
N 2.28868 -1.11150 -4.07369 -0.63
C 2.75973 0.23578 -4.45859 -0.65
C 1.62918 1.26776 -4.56666 -0.50
C 1.18280 1.69688 -3.18257 0.76
O 1.11260 2.96815 -3.16976 -0.22
O 0.93187 0.93413 -2.25571 -0.58
H 3.10328 -1.66536 -3.81623 0.31
H 1.90617 -1.58741 -4.88882 0.30
H 3.25584 0.21258 -5.42992 0.39
H 3.50569 0.56104 -3.73409 0.39
H 0.71456 0.86127 -5.01109 0.30
H 1.95140 2.11027 -5.17537 0.35

---

43
Properties=species:S:1:pos:R:3:mulliken_charge:R:1 method="wB97M-V/def2-TZVPD" orbital_gap_ev=8.4 smiles="CC(=O)NCC1=C(NC(C)=O)[C@H]2C[C@@H]1C(C)(C)[C@H]2C" de_lowest_ev=2.164 max_force_ev_per_a=2.72
O -1.07555 -0.35633 -3.28841 -0.63
O 3.17960 1.11042 -1.12011 -0.71
C -0.07555 0.31104 -2.96585 0.73
C 3.62987 0.34901 -0.28820 0.82
C -0.00009 -0.48285 -0.64798 -0.18
C 0.53608 -0.33827 0.60517 0.30
N 0.49597 0.20767 -1.71919 0.09
N 2.88808 0.04624 0.83877 -0.09
C 0.55905 1.21521 -3.98689 -1.27
C 5.02461 -0.16596 -0.37571 -1.33
C 1.59221 0.63988 1.06471 -1.23
C -2.83386 0.79498 -0.59228 -1.73
C -1.52096 1.26206 2.01100 -1.93
C -2.66607 -0.78970 2.75040 -1.83
C -0.87510 -2.21742 0.62641 -0.90
C -1.28826 -1.26830 -0.50216 -0.14
C -0.40395 -1.07289 1.54586 -0.69
C -2.39742 -0.43696 0.23697 -0.28
C -1.72569 -0.21696 1.65751 1.87
H 1.33490 0.75479 -1.59632 0.23
H 3.18797 -0.73691 1.38674 0.23
H 1.64458 1.15113 -3.92338 0.32
H 0.27917 0.82688 -4.96237 0.38
H 0.17502 2.21423 -3.88455 0.25
H 5.61734 0.20246 0.46696 0.33
H 5.45043 0.19651 -1.29408 0.36
H 5.03923 -1.27263 -0.36458 0.35
H 1.51527 1.59050 0.49723 0.43
H 1.45126 0.88992 2.10680 0.45
H -3.69966 1.32679 -0.12098 0.41
H -3.13806 0.46601 -1.58891 0.45
H -2.06507 1.57436 -0.64709 0.27
H -0.93502 1.36453 2.92394 0.36
H -0.95062 1.76973 1.22039 0.29
H -2.48957 1.81892 2.09728 0.40
H -2.76196 -1.85199 2.71225 0.36
H -3.63026 -0.34164 2.68456 0.47
H -2.25204 -0.57548 3.71550 0.46
H -0.13204 -2.95289 0.32403 0.32
H -1.75059 -2.78659 1.00804 0.39
H -1.65691 -1.80334 -1.39736 0.64
H 0.02426 -1.36824 2.50176 0.46
H -3.30061 -1.04790 0.28414 0.57

---

46
Properties=species:S:1:pos:R:3:mulliken_charge:R:1 method="wB97M-V/def2-TZVPD" orbital_gap_ev=9.2 smiles="CCOc1ccc(N(CC(=O)NCC(C)C)S(C)(=O)=O)cc1" de_lowest_ev=1.430 max_force_ev_per_a=1.12
C 5.02888 2.15395 -0.30046 -1.03
C 5.06335 1.11579 0.81684 -0.41
O 4.74739 -0.18613 0.36009 -0.48
C 3.46068 -0.51376 0.08047 0.77
C 3.27491 -1.78259 -0.47564 -0.71
C 2.01071 -2.23581 -0.78208 -0.28
C 0.90199 -1.43065 -0.54464 -1.06
C 1.07881 -0.17395 0.00981 0.09
C 2.34612 0.28524 0.32092 -0.62
H 2.44503 1.26839 0.75179 0.41
H 0.22142 0.44906 0.20426 0.25
N -0.38826 -1.94198 -0.86181 0.38
S -1.34030 -2.27910 0.45810 1.15
O -1.11227 -1.37706 1.54865 -0.59
O -2.69832 -2.42819 0.00190 -0.74
C -0.70405 -3.90261 0.92601 -1.17
H 0.35046 -3.79033 1.13969 0.34
H -0.87267 -4.57353 0.09504 0.35
H -1.24110 -4.23290 1.80590 0.42
C -1.02805 -1.44668 -2.06773 -0.84
H -0.32142 -1.55114 -2.89463 0.38
H -1.90658 -2.07037 -2.24050 0.47
C -1.43806 0.02822 -1.94648 0.62
O -0.82040 0.92167 -2.49197 -0.66
N -2.52781 0.21101 -1.18486 0.05
H -2.94968 -0.58993 -0.73355 0.35
C -3.02685 1.52023 -0.83268 -1.22
H -2.45711 2.23866 -1.42796 0.41
C -2.87613 1.83288 0.66237 1.55
C -3.73782 0.89996 1.50962 -1.40
H -3.38957 -0.12696 1.43341 0.28
H -4.77813 0.94763 1.19264 0.34
H -3.68332 1.19088 2.55604 0.41
C -3.25238 3.29159 0.91193 -1.70
H -4.29127 3.46551 0.63919 0.34
H -2.62630 3.95806 0.32328 0.42
H -3.12765 3.54107 1.96274 0.42
H -1.82827 1.68244 0.94216 -0.19
H -4.08363 1.58510 -1.11415 0.32
H 1.87228 -3.21305 -1.21963 0.50
H 4.14507 -2.39342 -0.65697 0.42
H 4.40398 1.40638 1.64348 0.32
H 6.08110 1.02261 1.20628 0.32
H 4.03244 2.23380 -0.72764 0.34
H 5.71796 1.86688 -1.09065 0.30
H 5.32483 3.12315 0.09144 0.35

---

51
Properties=species:S:1:pos:R:3:mulliken_charge:R:1 method="wB97M-V/def2-TZVPD" orbital_gap_ev=4.9 de_lowest_ev=1.660 charge=-2 max_force_ev_per_a=3.15
Pd -0.89884 0.49148 -0.94933 -0.97
C -0.87631 -3.13149 0.30083 -1.95
C -0.89244 -2.52857 -1.08958 1.30
O -0.89568 -3.54867 -2.10902 -0.68
P 0.71422 -1.66340 -1.43080 1.30
O 1.24010 -0.73780 -0.24582 -0.33
O 1.74757 -2.93092 -1.21514 -0.68
O 0.88833 -1.18453 -2.81402 -0.72
P -2.47200 -1.54009 -1.36163 0.84
O -3.51358 -2.85286 -1.37732 -0.64
O -2.91468 -0.78235 -0.13883 -0.62
O -2.46461 -1.00388 -2.74711 -0.70
H 0.02590 -3.72456 0.46144 0.39
H -1.75738 -3.76249 0.43334 0.47
H -0.91510 -2.31171 1.02044 0.25
H -1.19934 -3.09119 -2.90906 0.43
H 0.61157 0.07709 -0.56147 0.41
H 2.25475 -2.94436 -2.03951 0.27
H -4.06643 -2.72254 -0.59445 0.27
N -1.57871 2.88842 0.65424 -1.00
C -1.24454 1.75398 0.71492 -0.01
N -0.96555 0.70838 1.64337 1.26
C -2.07170 0.59687 2.59076 -1.04
C -1.79558 -0.46958 3.64521 -0.54
C -0.45440 -0.22027 4.33281 -0.80
C 0.63707 -0.15659 3.26797 -0.70
C 0.32080 0.96435 2.28836 -0.84
H -2.95604 0.33333 2.01112 0.33
H -2.25257 1.57101 3.07755 0.41
H -1.77372 -1.45056 3.16151 0.21
H -2.61084 -0.46687 4.37510 0.38
H -0.24330 -0.99626 5.07634 0.38
H -0.49361 0.73911 4.86263 0.33
H 0.65874 -1.09453 2.70627 0.21
H 1.62313 0.00031 3.71332 0.37
H 1.08671 1.01883 1.51642 0.29
H 0.29357 1.93145 2.82214 0.48
C -0.28218 2.03848 -2.43618 -2.04
C 1.15608 2.16835 -2.36614 1.36
C 2.00763 1.68385 -3.38750 -0.41
C 3.38151 1.81313 -3.32213 -0.46
C 3.99647 2.45016 -2.24748 -0.46
C 3.18115 2.94696 -1.23028 -0.56
C 1.80898 2.81674 -1.28689 -0.16
H -0.65815 1.69083 -3.39563 0.35
H -0.83827 2.87335 -2.01956 0.50
H 1.55441 1.16466 -4.22322 0.18
H 3.99184 1.41655 -4.12949 0.32
H 5.07532 2.55295 -2.19957 0.33
H 3.63796 3.43719 -0.37454 0.35
H 1.19174 3.18831 -0.47442 0.34